Entry 1:
Below is a 9-piece molecular cluster, C40H63Br16ClN2O2 overall in a non-equilibrium geometry, with properties calculated with ωB97M-V with the def2-TZVPD basis set.

```
124
C40H63Br16ClN2O2 (ωB97M-V with the def2-TZVPD basis set)
O -5.54 1.72 -5.90
C -5.35 0.68 -5.32
N -4.81 -0.52 -5.92
C -4.32 -1.41 -4.87
O -3.58 -2.33 -5.07
C -4.96 -0.84 -3.58
C -5.01 -1.34 -2.21
C -4.28 -2.69 -1.82
C -3.21 -2.28 -0.70
C -2.28 -3.48 -0.26
C -1.87 -3.24 1.24
C -0.86 -2.05 1.47
C 0.34 -1.96 0.44
C 0.39 -0.51 -0.24
C 0.92 -0.64 -1.73
C 1.12 0.82 -2.34
C 2.67 1.13 -2.44
C 3.05 1.89 -3.79
C 2.62 1.10 -5.09
N 3.76 0.51 -5.80
C 3.80 -0.88 -5.88
C 4.96 -1.34 -6.64
C 5.63 -0.03 -7.02
C 4.84 1.09 -6.47
C -5.72 -0.58 -1.15
C -6.38 0.73 -1.45
Cl -7.20 1.66 -0.14
C -6.32 1.27 -2.83
C -5.63 0.46 -3.81
H -4.02 -0.24 -6.51
H -3.79 -3.05 -2.76
H -4.99 -3.47 -1.46
H -3.81 -1.94 0.19
H -2.58 -1.47 -1.15
H -2.88 -4.45 -0.28
H -1.43 -3.63 -0.97
H -2.82 -2.96 1.79
H -1.53 -4.20 1.73
H -1.37 -1.05 1.57
H -0.38 -2.24 2.49
H 0.38 -2.79 -0.32
H 1.30 -2.03 1.03
H 1.09 0.18 0.32
H -0.64 -0.06 -0.25
H 1.86 -1.25 -1.71
H 0.16 -1.21 -2.36
H 0.60 1.56 -1.67
H 0.60 0.88 -3.33
H 3.32 0.24 -2.26
H 2.91 1.86 -1.61
H 4.16 2.06 -3.81
H 2.54 2.90 -3.82
H 1.91 0.25 -4.86
H 2.03 1.80 -5.76
H 3.07 -1.59 -5.44
H 5.27 -2.37 -6.90
H 6.56 0.03 -7.63
H 5.03 2.18 -6.56
H -5.73 -1.01 -0.12
H -6.76 2.25 -3.12
Br -0.62 -2.86 5.54
C 1.17 -2.49 6.21
C 1.82 -1.37 5.45
Br 2.45 -1.97 3.71
H 1.72 -3.43 6.16
H 1.03 -2.21 7.26
H 2.71 -1.02 5.97
H 1.16 -0.53 5.27
Br 0.45 1.65 2.26
C -0.83 2.89 1.46
C -2.23 2.66 1.96
Br -3.04 1.10 1.11
H -0.73 2.79 0.38
H -0.48 3.88 1.76
H -2.88 3.49 1.68
H -2.29 2.50 3.03
Br 5.37 1.32 -0.23
C 6.65 2.47 -1.15
C 7.51 1.68 -2.10
Br 8.88 0.68 -1.16
H 7.22 2.98 -0.38
H 6.04 3.19 -1.69
H 8.05 2.35 -2.77
H 6.94 0.97 -2.70
Br 0.92 -1.13 9.93
C -0.84 -0.30 10.07
C -1.69 -0.61 8.86
Br -1.16 0.46 7.32
H -0.67 0.77 10.22
H -1.28 -0.73 10.97
H -2.73 -0.34 9.05
H -1.64 -1.65 8.55
Br -8.41 -2.75 0.74
C -9.49 -1.79 2.03
C -8.83 -0.49 2.40
Br -7.35 -0.77 3.64
H -9.65 -2.44 2.88
H -10.44 -1.61 1.53
H -9.53 0.16 2.93
H -8.42 0.04 1.54
Br -2.70 -4.61 9.48
C -4.46 -3.79 9.62
C -5.32 -4.12 8.43
Br -4.80 -3.06 6.88
H -4.30 -2.72 9.75
H -4.90 -4.20 10.53
H -6.36 -3.85 8.62
H -5.27 -5.16 8.13
Br 3.60 2.25 -10.27
C 2.48 3.19 -8.99
C 3.08 4.52 -8.61
Br 4.56 4.31 -7.37
H 2.35 2.52 -8.14
H 1.52 3.33 -9.49
H 2.35 5.13 -8.08
H 3.45 5.08 -9.47
Br 8.18 4.33 1.82
C 9.89 3.49 1.39
C 11.01 4.10 2.18
Br 11.53 5.84 1.46
H 10.02 3.58 0.31
H 9.76 2.44 1.65
H 11.91 3.49 2.11
H 10.77 4.26 3.23
```

## Properties
HOMO-LUMO gap   7.15 eV
Energy above the lowest of the compared OMol25 structures with the same formula, charge and spin   0.000 eV
Charge   0

Entry 2:
Below is C40H65BGaN4O9 as an isolated structure, with properties calculated with ωB97M-V with the def2-TZVPD basis set.

```
120
C40H65BGaN4O9 (ωB97M-V with the def2-TZVPD basis set)
C 7.98 1.66 -0.30
C 6.52 1.52 -0.73
C 5.88 0.20 -0.27
C 4.36 0.29 -0.01
C 3.53 -0.84 -0.61
C 4.01 -2.27 -0.27
C 3.12 -3.03 0.72
C 3.15 -4.55 0.54
C 2.58 -5.04 -0.80
C 1.18 -4.49 -1.11
C 1.18 -3.25 -2.01
C -0.06 -3.07 -2.88
C -1.38 -3.16 -2.10
Ga -1.79 -1.53 -0.91
N -0.20 -0.38 -0.95
C -3.48 -0.58 -1.60
C -3.28 0.71 -2.41
C -3.45 1.97 -1.56
C -2.62 1.96 -0.28
C -2.91 3.12 0.67
O -3.89 2.86 1.67
C -3.61 1.76 2.52
C -2.27 1.84 3.26
B -2.04 -2.16 1.13
O -1.14 -3.01 1.80
O -3.14 -1.79 1.91
C -3.09 -1.87 3.33
C -3.54 -3.22 3.84
H 8.06 2.19 0.66
H 8.57 2.22 -1.03
H 8.46 0.69 -0.17
H 5.94 2.34 -0.31
H 6.46 1.59 -1.82
H 6.39 -0.13 0.65
H 6.07 -0.59 -1.00
H 4.16 0.37 1.07
H 4.00 1.23 -0.44
H 3.45 -0.70 -1.69
H 2.50 -0.73 -0.25
H 5.03 -2.23 0.14
H 4.09 -2.84 -1.20
H 2.09 -2.66 0.67
H 3.48 -2.81 1.74
H 4.19 -4.89 0.65
H 2.58 -5.02 1.35
H 2.56 -6.14 -0.79
H 3.27 -4.76 -1.61
H 0.57 -5.27 -1.58
H 0.69 -4.24 -0.16
H 2.08 -3.29 -2.64
H 1.27 -2.34 -1.40
H -0.02 -3.77 -3.73
H 0.02 -2.06 -3.32
H -1.36 -4.04 -1.44
H -2.20 -3.32 -2.81
H -0.28 0.41 -1.59
H -0.07 0.06 -0.04
H -4.07 -0.33 -0.71
H -4.06 -1.31 -2.17
H -4.01 0.76 -3.23
H -2.29 0.74 -2.90
H -4.51 2.09 -1.30
H -3.17 2.87 -2.13
H -2.76 1.01 0.24
H -1.56 1.98 -0.54
H -3.32 3.97 0.11
H -1.98 3.48 1.13
H -3.68 0.81 1.97
H -4.44 1.75 3.24
H -1.89 2.87 3.23
H -2.39 1.55 4.30
H -1.51 1.20 2.80
H -0.23 -2.76 1.61
H -2.08 -1.64 3.68
H -3.77 -1.09 3.69
H -2.80 -3.98 3.59
H -3.65 -3.20 4.93
H -4.50 -3.50 3.39
C 4.73 5.86 -1.44
C 4.09 5.66 -2.66
C 3.05 4.75 -2.74
C 2.67 4.07 -1.61
C 3.29 4.24 -0.38
C 4.34 5.15 -0.31
N 1.55 3.11 -1.72
O 1.03 2.99 -2.81
O 1.21 2.51 -0.72
H 5.55 6.57 -1.37
H 4.39 6.22 -3.53
H 2.52 4.57 -3.67
H 2.96 3.68 0.48
H 4.84 5.31 0.63
C -4.91 -5.56 6.47
C -6.23 -5.16 6.32
C -6.93 -4.63 7.39
C -6.28 -4.51 8.60
C -4.97 -4.90 8.79
C -4.28 -5.43 7.70
N -7.02 -3.95 9.75
O -8.18 -3.63 9.58
O -6.42 -3.83 10.80
H -4.37 -5.96 5.63
H -6.72 -5.26 5.36
H -7.96 -4.31 7.29
H -4.50 -4.79 9.75
H -3.25 -5.74 7.82
C -0.60 3.75 -7.55
C -0.35 3.76 -6.18
C 0.34 4.82 -5.61
C 0.77 5.85 -6.43
C 0.54 5.86 -7.80
C -0.16 4.79 -8.35
N 1.50 6.98 -5.83
O 1.73 6.91 -4.64
O 1.82 7.91 -6.54
H -1.14 2.93 -7.99
H -0.70 2.95 -5.55
H 0.53 4.84 -4.55
H 0.89 6.68 -8.40
H -0.35 4.78 -9.42
```

## Properties
HOMO-LUMO gap   5.04 eV
Charge   -1